{
  "formula": "C17H21N3O6S",
  "method": "the ωB97M-V functional and the def2-TZVPD basis",
  "species": ["S", "O", "O", "O", "O", "O", "O", "N", "N", "N", "C", "C", "C", "C", "C", "C", "C", "C", "C", "C", "C", "C", "C", "C", "C", "C", "C", "H", "H", "H", "H", "H", "H", "H", "H", "H", "H", "H", "H", "H", "H", "H", "H", "H", "H", "H", "H", "H"],
  "coordinates": [[3.27983, -1.23692, 1.09002], [0.90091, 0.67858, -2.18002], [-4.05262, -2.41641, 1.79567], [1.86624, -3.29516, 0.57330], [1.35619, 2.67627, -1.26105], [-1.85550, -4.46766, 1.34384], [-1.47142, -1.13243, -1.72074], [-1.33071, -2.94108, -0.29850], [1.21998, -1.49073, -0.61788], [-2.96960, -1.45776, 0.00677], [1.50423, 1.47774, -1.26764], [-3.21579, 0.83422, 0.89966], [1.10634, -2.77920, -0.21679], [-1.87679, -1.75945, -0.77732], [-1.72986, 1.13247, 0.71254], [-2.06045, -3.44617, 0.75724], [0.06793, 1.30104, -3.14899], [3.81036, 2.70031, 0.43022], [3.98091, 0.34468, 1.25647], [-3.17977, -2.41090, 0.97591], [-4.04528, 2.10427, 0.73506], [2.17280, -0.64450, -0.08560], [5.11529, 0.57021, 2.19197], [2.32208, 0.70885, -0.32713], [3.37471, 1.27242, 0.46460], [-3.70317, -0.21334, -0.11198], [-0.10234, -3.51060, -0.81527], [-5.10318, 1.89474, 0.87243], [0.60801, 1.37078, -4.09457], [-0.10147, -3.42390, -1.90463], [-1.52886, 1.45062, -0.30781], [3.15922, 3.28215, -0.21189], [-1.11683, 0.25853, 0.92896], [-3.55815, 0.14884, -1.13226], [5.98573, 0.94554, 1.65370], [-0.20817, 2.30228, -2.81312], [-3.74459, 2.84577, 1.46998], [4.83413, 2.77184, 0.06378], [4.84791, 1.30925, 2.94751], [0.60321, -1.08710, -1.32022], [-0.81140, 0.67005, -3.26160], [3.78551, 3.12263, 1.43365], [5.38378, -0.35755, 2.68925], [-1.41934, 1.92837, 1.38424], [-4.75951, -0.43378, 0.05659], [-0.06539, -4.55758, -0.50790], [-3.90010, 2.52650, -0.25671], [-3.37500, 0.43326, 1.90627]],
  "e_tot_ev": -45562.8784,
  "smiles": "COC(=O)c1c(NC(=O)CN2C(=O)C(=O)N(CC(C)C)C2=O)sc(C)c1C",
  "homo_energy_ev": -8.065,
  "relative_energy_ev": 0.000,
  "gap_ha": 0.2733
}

{
  "formula": "C22H20ClNNd",
  "method": "the ωB97M-V functional and the def2-TZVPD basis",
  "species": ["Nd", "Cl", "N", "C", "C", "C", "C", "C", "C", "C", "C", "C", "C", "C", "C", "C", "C", "C", "C", "C", "C", "C", "C", "C", "C", "H", "H", "H", "H", "H", "H", "H", "H", "H", "H", "H", "H", "H", "H", "H", "H", "H", "H", "H", "H"],
  "coordinates": [[1.16369, -0.13408, -1.38474], [3.24866, 0.99753, -0.56842], [-0.61755, 0.27518, 0.80459], [-0.96163, -0.51671, 1.90539], [1.03648, -2.70561, 0.56577], [-0.71772, 3.80150, -0.15130], [0.16352, -2.81663, -0.55328], [0.11921, 0.99183, -3.54910], [-2.46493, -2.16999, 2.90495], [-2.01307, -1.45043, 1.79541], [-1.02694, 1.59157, 0.83585], [2.32888, -2.61183, -1.35190], [0.43944, -0.27317, -4.14017], [-1.83333, -2.01341, 4.14737], [2.42976, 0.78945, -3.62555], [-0.69531, 2.43043, -0.28810], [-1.12624, 4.40509, 1.06118], [-1.72389, 2.21667, 1.91853], [-0.37767, -0.33974, 3.17893], [-1.74153, 3.61322, 2.04840], [1.86491, -0.38270, -4.20939], [-0.80956, -1.06906, 4.28323], [0.96063, -2.78487, -1.74494], [2.36814, -2.58533, 0.07444], [1.35643, 1.64902, -3.22744], [-1.04032, 5.48504, 1.19469], [-0.88557, 1.40394, -3.42458], [3.20666, -2.59904, -2.00173], [-0.37057, -0.89569, 5.25795], [-2.29872, 1.59291, 2.61355], [0.39158, 0.41733, 3.25445], [-0.91744, -3.01131, -0.50188], [0.76252, -2.88243, 1.61016], [1.46275, 2.64473, -2.78613], [3.25412, -2.66327, 0.69529], [0.60078, -2.90655, -2.75985], [-2.23270, 4.09312, 2.90917], [-2.49619, -1.52150, 0.82230], [3.49016, 1.05257, -3.63155], [2.40931, -1.08972, -4.83591], [-2.19490, -2.58597, 5.00331], [-0.50263, 1.91834, -1.26441], [-3.32078, -2.83896, 2.78711], [-0.42041, 4.40093, -1.01533], [-0.26803, -0.92240, -4.65632]],
  "e_tot_ev": -52431.0706,
  "homo_energy_ev": [-3.785, -3.788],
  "gap_ha": [0.2391, 0.2392],
  "total_charge": -1,
  "spin_multiplicity": 4
}

{
  "formula": "C33H24FNO7",
  "method": "the ωB97M-V functional and the def2-TZVPD basis",
  "species": ["F", "O", "O", "O", "O", "O", "O", "O", "N", "C", "C", "C", "C", "C", "C", "C", "C", "C", "C", "C", "C", "C", "C", "C", "C", "C", "C", "C", "C", "C", "C", "C", "C", "C", "C", "C", "C", "C", "C", "C", "C", "C", "H", "H", "H", "H", "H", "H", "H", "H", "H", "H", "H", "H", "H", "H", "H", "H", "H", "H", "H", "H", "H", "H", "H", "H"],
  "coordinates": [[-1.30232, 2.17523, 0.34832], [1.50475, 2.01162, -1.91147], [-4.45861, 6.19712, 2.03622], [-1.14634, -1.03148, 2.34430], [2.28912, 0.40391, -6.94221], [-3.14672, 4.16332, 1.23809], [0.76889, -5.92068, 3.31171], [-4.46177, 3.85767, 3.10076], [-4.06219, 1.53251, 2.29296], [-0.71311, -2.16166, 2.53712], [3.42844, -2.99935, 1.91578], [0.73941, 0.90570, -5.25020], [3.25767, 0.98830, -4.88463], [1.56325, -1.46572, 1.81559], [5.44922, 1.48955, -3.22469], [-4.10174, 4.91290, 2.12024], [-3.49489, 2.71233, 3.06562], [-1.98540, -5.54660, 3.61951], [3.05405, 1.43461, -3.57946], [2.58321, -3.99776, 2.40205], [-0.76801, 1.41847, -3.42920], [2.91741, -1.73735, 1.61375], [-1.86078, 1.14005, -4.25300], [-3.34627, -5.28238, 3.78843], [-1.11514, -4.52169, 3.22573], [0.53539, 1.30620, -3.93059], [-1.61224, -3.24031, 2.99256], [1.68444, 1.61621, -3.05671], [-2.27911, 3.52008, 2.26327], [-1.05664, 2.54025, 1.78095], [-2.97550, -2.97391, 3.17663], [-0.35869, 0.64084, -6.07928], [0.39329, 3.26294, 2.03167], [1.22032, -3.73236, 2.58857], [0.71422, -2.46337, 2.30988], [4.55909, 0.77447, -5.35479], [5.65209, 1.01968, -4.52202], [0.32446, -4.80668, 3.06328], [-1.65616, 0.75891, -5.57880], [2.10832, 0.74333, -5.77846], [-3.83921, -3.99550, 3.57439], [4.15295, 1.69701, -2.75105], [3.57373, -0.96305, 1.22276], [0.40331, 4.42460, 1.76630], [-1.15898, 1.53830, 2.42090], [1.21431, 2.77879, 1.33585], [6.66197, 0.84590, -4.88688], [-3.70207, 1.48378, 1.31431], [-0.20658, 0.33805, -7.11396], [0.64798, 3.17400, 3.17030], [-5.10370, 1.69445, 2.18369], [6.30132, 1.68944, -2.57871], [-2.96465, 2.41301, 4.07671], [-4.89801, -3.78770, 3.71292], [-1.60808, -6.55337, 3.79176], [4.48559, -3.20835, 1.76720], [4.00210, 2.05866, -1.73543], [4.72530, 0.41271, -6.36815], [1.17236, -0.47664, 1.58250], [-0.93654, 1.71853, -2.39616], [-4.02110, -6.08090, 4.08918], [-2.87185, 1.22280, -3.86012], [-2.50737, 0.54898, -6.22283], [-1.98793, 4.33652, 3.05998], [2.98810, -4.98212, 2.63038], [-3.36838, -1.97285, 3.00665]],
  "e_tot_ev": -53147.5840,
  "smiles": "C[C@H](F)[C@H]1OC(=O)O[C@H]1N.O=C1c2ccccc2C(=O)c2ccccc21.O=C1c2ccccc2C(=O)c2ccccc21",
  "homo_energy_ev": -9.752,
  "gap_ha": 0.3151
}

{
  "formula": "C47H36BIN3O7PSZr",
  "method": "the ωB97M-V functional and the def2-TZVPD basis",
  "species": ["I", "Zr", "S", "P", "O", "O", "O", "O", "O", "O", "O", "N", "N", "N", "C", "C", "C", "C", "C", "C", "C", "C", "C", "C", "C", "C", "C", "C", "C", "C", "C", "C", "C", "C", "C", "C", "C", "C", "C", "C", "C", "C", "C", "C", "C", "C", "C", "C", "C", "C", "C", "C", "C", "C", "C", "C", "C", "C", "C", "C", "C", "B", "H", "H", "H", "H", "H", "H", "H", "H", "H", "H", "H", "H", "H", "H", "H", "H", "H", "H", "H", "H", "H", "H", "H", "H", "H", "H", "H", "H", "H", "H", "H", "H", "H", "H", "H", "H"],
  "coordinates": [[0.17924, -2.37304, 1.32464], [-0.09226, 0.58812, -0.23427], [1.90708, 1.42322, -3.14959], [-0.67625, -2.05329, -2.00468], [2.41926, -1.28155, -0.70523], [1.45995, 0.80560, 1.05175], [2.14844, 2.78110, -2.75606], [0.96896, 1.20520, -4.22291], [-2.03634, 0.02668, -0.37431], [-1.17167, 4.08841, -0.63851], [-0.78947, 2.29526, -2.00544], [-0.86320, 0.86210, 1.90835], [0.12279, 1.01598, 2.88652], [1.54359, 0.48953, -1.84433], [0.74026, -2.12348, -4.46103], [5.42596, 0.01688, -4.62228], [4.72809, -1.22365, -2.66449], [-2.08128, 0.90930, 2.37082], [4.80709, 1.33826, 4.71594], [-1.29526, 3.46136, -4.15394], [-1.36240, -3.66402, -1.41676], [-3.28400, -2.21504, -3.19965], [-1.42223, 4.44227, -1.94748], [-3.83394, -3.75040, 2.03457], [-4.06193, -4.60508, 0.99799], [5.63693, -0.99648, -3.68777], [-1.72089, 4.69020, -4.65435], [-4.38578, 0.06757, -0.59386], [0.61455, -2.62193, -3.16907], [-4.18587, -0.46647, -4.58694], [-4.32664, -1.68936, -3.95242], [-3.22033, 0.73549, 1.52134], [2.75965, -3.39508, -4.77792], [3.75359, 0.92342, 2.59567], [-3.17848, -4.65276, -0.10947], [1.28958, 0.98062, 2.34678], [4.30418, 0.83307, -4.55473], [-2.99612, 0.23679, -4.45670], [4.90189, 1.03378, 3.36653], [-1.95916, -0.28108, -3.69558], [-2.08015, -1.52504, -3.07238], [-1.77954, -3.02872, 1.00547], [1.81337, -2.50526, -5.25830], [1.58084, -3.50869, -2.68632], [-3.34151, -5.62853, -1.12606], [-1.17436, 3.37096, -2.78749], [-1.52244, -4.66052, -2.34523], [2.49705, -0.46766, -1.60905], [-1.84230, 5.66022, -2.43100], [-3.16409, 0.30622, 0.23224], [-2.08809, -3.74900, -0.18499], [-2.47469, -5.68863, -2.17543], [2.50510, 1.11573, 3.17708], [-2.32826, 1.14865, 3.83096], [-1.99321, 5.76374, -3.81182], [-2.63754, -3.00273, 2.06742], [3.55944, 1.53174, 5.29813], [3.41748, 0.59158, -3.52442], [2.41153, 1.42031, 4.53387], [2.63816, -3.90030, -3.48846], [3.61152, -0.40994, -2.59979], [-0.75827, 2.77262, -0.66837], [-4.19373, 0.90008, 1.95917], [-5.29270, 0.36695, -0.07346], [3.37656, -4.59224, -3.10277], [6.52260, -1.61345, -3.76688], [3.81038, 0.68425, 1.54230], [-5.25398, -2.24240, -4.03574], [-2.56983, -6.46044, -2.92769], [5.87194, 0.88260, 2.91097], [3.48460, 1.77139, 6.35101], [-3.39514, 1.17760, 4.03911], [3.59318, -3.69235, -5.40169], [-0.97403, -4.60770, -3.27789], [-4.29936, 0.61219, -1.53630], [-1.85865, 0.36104, 4.42100], [4.13444, 1.62374, -5.27288], [0.01170, -1.42904, -4.85357], [1.43378, 1.56752, 4.97166], [-1.86256, 2.08274, 4.14342], [-1.82738, 4.81418, -5.72388], [5.70365, 1.42670, 5.31616], [-2.87947, 1.20061, -4.93434], [-4.91445, -5.27322, 1.00841], [-3.43431, -3.16453, -2.70696], [4.86770, -2.00904, -1.93370], [-2.31682, 6.70386, -4.23830], [-2.03244, 6.49106, -1.76616], [6.15058, 0.17237, -5.41094], [-4.99981, -0.05812, -5.17234], [-1.03134, 2.63413, -4.79623], [-4.15143, -6.34200, -1.03211], [-4.44251, -0.99347, -0.84733], [1.50516, -3.88736, -1.67348], [1.90271, -2.10114, -6.25863], [-2.36890, -2.45865, 2.96324], [-4.51479, -3.70429, 2.87398], [-1.04530, 0.29138, -3.59362]],
  "e_tot_ev": -98313.4064,
  "homo_energy_ev": -7.743,
  "relative_energy_ev": 0.168,
  "gap_ha": 0.2790
}